Formula: C39H89N11O11S2
Source: the OMol25 dataset
Level of theory: ωB97M-V with the def2-TZVPD basis set

Last column: Löwdin charge in e.
Positions of all 152 atoms, in Å:
H (10.42592, 13.35192, 19.57110)  0.111
C (17.46377, 7.97795, 7.87242)  -0.073
C (16.56938, 15.48040, 15.72088)  -0.261
O (15.60930, 17.55150, 13.01569)  -0.562
H (12.72677, 16.03378, 11.36100)  0.077
H (15.29751, 14.89863, 14.26558)  0.107
O (10.45477, 12.07242, 14.26644)  -0.562
C (15.15205, 9.16329, 11.38390)  0.006
H (19.12301, 9.37729, 7.54398)  0.086
H (19.04720, 13.17398, 12.83241)  0.060
S (15.49259, 19.00387, 13.30576)  0.814
C (16.56212, 14.06594, 11.28074)  -0.081
C (19.79536, 11.95221, 14.45898)  -0.476
C (9.42934, 17.21778, 19.05296)  -0.619
H (17.38736, 12.51889, 16.50572)  0.065
O (14.14587, 13.92738, 9.93465)  0.016
H (12.74197, 13.81304, 21.12063)  0.158
C (14.39088, 14.96556, 10.53259)  -0.517
H (15.28107, 17.12154, 20.04567)  0.079
O (12.47310, 11.59593, 18.90437)  0.008
H (9.10202, 17.05109, 12.67628)  0.070
C (13.26428, 15.58616, 15.86087)  -0.079
H (16.46670, 7.93018, 7.59467)  0.047
C (15.07879, 8.95758, 18.38052)  -0.100
H (14.11504, 20.29919, 14.60375)  0.061
H (12.35690, 15.49813, 16.46844)  0.062
H (12.20205, 17.46386, 18.38182)  0.052
H (17.90411, 11.48599, 7.51969)  0.131
H (16.88514, 13.69260, 10.32643)  0.080
C (9.38315, 15.99983, 14.43480)  -0.558
C (13.02410, 12.20978, 19.81282)  -0.541
N (9.56348, 14.88927, 13.65640)  0.028
H (17.93535, 7.05531, 7.49237)  0.083
C (15.50818, 14.58945, 15.29061)  -0.177
H (11.56538, 13.99948, 18.46808)  0.075
H (10.23956, 15.75857, 11.89430)  0.050
H (11.74879, 18.67304, 17.18332)  0.071
H (19.81814, 11.47424, 17.55622)  0.078
H (19.97938, 9.45974, 15.35799)  0.043
H (13.65226, 16.57486, 15.99442)  0.041
H (15.12666, 9.31814, 12.47671)  0.066
N (18.15070, 10.79077, 10.54529)  0.170
H (12.92840, 11.05713, 12.79706)  0.078
H (16.27250, 13.20686, 11.83029)  0.052
H (12.96709, 15.33208, 14.78711)  0.108
H (17.08786, 9.31406, 17.20989)  0.055
H (15.14450, 7.93888, 18.02534)  0.092
C (15.26439, 17.43196, 18.99750)  0.011
H (17.29520, 13.84444, 17.75880)  0.081
C (20.28456, 9.50260, 14.35562)  -0.044
H (16.06800, 8.82877, 10.96292)  0.043
H (17.74884, 19.14216, 14.09351)  0.078
H (17.46540, 8.13852, 8.93766)  0.054
H (18.92447, 9.35565, 19.08806)  0.093
H (15.22020, 19.21913, 20.78230)  0.145
C (13.87064, 11.53292, 12.50681)  -0.087
N (14.57341, 9.95115, 17.51500)  0.052
H (8.96246, 14.60850, 11.63737)  0.088
C (16.66347, 9.83159, 16.35754)  0.011
O (14.83454, 10.22934, 9.28790)  -0.005
H (19.33692, 10.75721, 12.87212)  0.073
O (17.30235, 11.88339, 19.36383)  0.036
C (14.36479, 14.64971, 16.29029)  -0.257
H (16.53966, 18.71629, 15.33581)  0.020
H (10.63350, 13.97530, 11.98543)  0.079
O (9.20092, 15.91118, 15.63907)  0.004
H (13.72910, 10.43746, 17.68636)  0.080
H (9.83985, 17.23939, 17.04818)  0.105
H (13.74373, 12.59502, 12.75282)  0.078
H (19.76457, 10.61903, 20.21086)  0.083
H (9.78410, 12.43703, 17.12487)  0.043
H (8.82491, 18.09016, 14.15260)  0.093
H (14.48135, 16.86371, 18.40173)  0.087
H (7.33368, 17.62344, 18.45600)  0.110
O (9.94330, 17.24102, 20.17038)  0.000
C (14.72689, 18.82370, 18.82279)  -0.583
C (14.10018, 19.23062, 14.37337)  -0.268
O (20.24055, 11.87204, 15.61033)  -0.022
C (13.46107, 16.18511, 10.52848)  0.008
C (14.71284, 10.34243, 10.50762)  -0.498
H (16.07094, 9.26160, 18.77349)  0.083
C (9.15138, 11.77040, 16.56414)  -0.273
C (19.62193, 10.23443, 19.20675)  -0.077
C (11.60582, 10.71675, 16.07579)  -0.261
C (17.50581, 10.56678, 8.01525)  -0.168
H (19.82631, 8.82522, 13.63310)  0.088
H (13.93927, 13.63521, 16.26213)  0.088
H (15.63532, 15.85636, 11.91602)  0.074
H (14.46408, 8.35758, 11.17834)  0.081
H (16.76552, 20.37600, 14.86111)  0.050
H (17.39124, 14.49979, 11.83516)  0.077
H (12.04163, 11.62752, 16.44268)  0.027
N (14.16037, 11.45399, 11.09330)  0.030
C (16.73315, 19.36939, 14.50073)  -0.274
H (16.42201, 10.58439, 7.92198)  0.087
H (11.49437, 18.93547, 18.94313)  0.073
H (12.89564, 16.10559, 9.56764)  0.094
H (10.48515, 17.70307, 13.65249)  0.094
H (14.58874, 12.23897, 21.35183)  0.086
H (16.44479, 9.02854, 15.62327)  0.111
O (14.86320, 11.41767, 15.89558)  0.002
S (10.02915, 11.05419, 15.23896)  0.812
H (13.48689, 21.05381, 19.13590)  0.084
C (9.44166, 17.29783, 13.69742)  -0.006
H (19.80286, 14.09572, 14.12044)  0.094
H (16.23535, 17.30031, 18.55015)  0.069
H (12.37802, 10.33218, 15.34792)  0.064
H (11.18310, 14.92838, 19.94832)  0.071
H (20.59414, 9.87340, 18.84922)  0.085
C (18.08957, 9.27844, 7.32786)  -0.224
N (14.81158, 19.60246, 19.91740)  0.009
H (14.16396, 18.65259, 15.25065)  0.000
C (17.82353, 10.64074, 9.45540)  -0.226
H (17.99119, 9.46619, 6.27629)  0.095
N (12.49515, 13.37978, 20.22119)  0.010
N (19.29800, 11.37952, 18.39963)  0.013
C (11.40684, 13.94804, 19.55151)  -0.103
C (14.18338, 11.63648, 20.52404)  0.000
H (11.39288, 9.91770, 16.79675)  0.058
H (18.18802, 13.40989, 14.29543)  0.037
H (7.78979, 16.66524, 20.00638)  0.077
H (14.02527, 17.10807, 10.62150)  0.063
C (7.99849, 16.83474, 18.95014)  -0.012
N (17.31322, 16.29018, 16.00412)  0.178
C (17.92119, 13.04500, 17.33790)  0.007
H (15.06374, 11.44544, 19.82087)  0.082
H (14.55519, 8.86695, 19.29457)  0.069
C (18.10102, 11.99960, 18.45671)  -0.544
H (13.69418, 12.05698, 10.48955)  0.076
O (14.21526, 19.20967, 17.78279)  0.004
N (10.09199, 17.64147, 17.97994)  0.041
H (13.91784, 21.27712, 20.87844)  0.082
H (17.39446, 10.53881, 15.94864)  0.073
N (15.54064, 15.06866, 11.27465)  0.021
H (9.60818, 14.01951, 14.21573)  0.093
H (15.88993, 13.53984, 15.26972)  0.094
H (14.73166, 14.65473, 17.30356)  0.103
C (15.31146, 10.45575, 16.53800)  -0.524
H (15.13358, 21.63730, 19.62308)  0.078
H (18.81973, 13.46774, 16.97033)  0.060
H (8.31130, 12.27066, 16.02435)  0.070
H (13.17584, 18.92158, 13.74613)  0.085
H (14.75863, 11.25508, 13.16047)  0.088
H (21.38195, 9.35294, 14.42659)  0.093
C (14.29324, 20.99571, 19.88512)  -0.050
H (7.89899, 15.87564, 18.42046)  0.078
N (19.75749, 10.77106, 13.77483)  0.024
C (9.90684, 14.75807, 12.19576)  -0.046
H (13.81185, 10.69821, 20.95591)  0.092
C (11.48834, 18.23105, 18.13566)  -0.038
H (8.65898, 10.93976, 17.07929)  0.061
C (19.15120, 13.25064, 13.90946)  0.029

Forces on the atoms, in the same order (eV/Å):
H 1.29 0.45 0.52
C 1.79 1.01 -0.52
C -0.88 -0.62 -0.76
O 0.02 -0.68 -0.01
H 0.63 0.40 -0.58
H -0.53 -0.09 0.03
O -0.35 1.61 -1.06
C -1.01 0.80 0.31
H 1.26 -0.56 0.10
H 0.00 -0.03 -0.25
S -0.03 0.51 -0.88
C 0.44 0.37 0.82
C -0.45 -1.11 1.28
C 0.45 0.60 0.90
H 0.31 0.71 0.60
O -0.35 0.50 -0.43
H 0.18 -0.62 -0.93
C 0.90 -0.12 0.79
H -0.03 -0.08 -0.21
O 0.17 -0.14 -0.56
H 0.09 0.86 0.39
C -0.45 -0.41 -0.47
H -2.09 -0.02 -0.60
C 1.47 -0.29 1.60
H -0.42 -0.10 0.07
H 0.15 -0.07 0.00
H 0.30 -0.41 0.03
H -0.17 -0.70 0.48
H -0.02 0.28 -0.67
C 0.57 -0.67 -1.02
C -0.74 0.06 0.03
N 0.40 -1.05 0.37
H 0.14 0.49 0.59
C 1.16 -0.86 0.30
H 0.40 0.28 0.15
H 0.47 -0.60 -0.25
H 0.11 0.19 0.01
H 0.23 0.32 -0.76
H -1.00 -0.51 1.26
H -0.17 1.02 -0.47
H 0.46 0.02 -0.66
N 0.03 -0.18 0.36
H 0.30 -0.29 0.12
H -0.48 -1.06 0.60
H 0.47 0.66 1.33
H -0.08 0.30 0.10
H 0.02 -0.19 -0.73
C -1.78 -0.62 -0.74
H 0.03 -0.33 -0.30
C -0.07 1.20 -2.08
H 1.08 -0.17 0.17
H -0.95 0.00 0.10
H 0.23 -0.83 0.60
H 0.34 1.08 0.51
H -0.47 0.49 -0.97
C 0.87 0.99 0.94
N 0.31 -0.96 -0.26
H 0.54 -0.34 0.13
C 0.13 -0.45 -1.45
O -0.17 0.18 0.49
H -0.16 -0.15 -0.70
O -0.58 -0.71 0.33
C -1.28 -2.43 -0.94
H 0.15 -0.36 0.39
H -0.07 0.12 0.31
O -0.06 0.00 0.54
H -1.09 0.42 0.61
H 0.06 0.58 1.05
H -0.12 -0.06 -0.11
H -0.33 -0.73 0.46
H -0.12 0.25 0.50
H 0.12 -0.57 -0.13
H 1.24 0.01 0.85
H 0.99 -1.13 0.76
O 0.31 0.00 0.21
C 0.37 0.07 0.39
C -1.58 0.39 -2.02
O 0.17 0.96 -0.24
C -0.62 -1.34 -0.28
C -0.47 0.17 0.22
H -0.34 -0.28 -0.33
C -1.48 0.28 -0.68
C 0.42 -0.53 -0.29
C 0.05 -1.49 -0.97
C 0.00 -0.19 -0.42
H 0.28 -0.84 0.80
H 0.00 0.08 -0.10
H 0.04 -0.03 -0.47
H -0.50 -0.23 -0.12
H -0.40 0.80 -0.06
H 0.29 -0.01 -0.25
H -0.20 0.39 0.63
N 1.30 -3.13 0.98
C 1.54 -0.72 0.20
H -0.05 0.08 0.10
H -0.17 0.49 0.24
H 0.45 0.35 0.79
H -0.72 -0.52 -0.01
H -0.29 0.00 -0.34
H 0.53 0.33 0.03
O 0.88 -0.60 -0.39
S 1.79 -1.98 -0.28
H 0.48 0.00 0.35
C 0.22 0.74 -0.67
H -0.06 -0.05 0.24
H 0.30 -0.01 -0.30
H -1.19 0.24 0.37
H 0.03 0.28 -0.01
H -0.12 0.07 0.20
C -0.77 0.98 0.88
N -0.31 0.79 0.96
H 0.15 -0.72 1.14
C 0.10 0.35 -0.80
H -0.26 -0.33 -0.67
N 1.16 0.21 1.67
N -0.65 -0.74 -0.18
C -2.95 -0.18 -1.46
C 1.72 -0.41 0.21
H 0.37 0.47 0.30
H -1.21 0.11 0.87
H -0.78 0.08 -0.23
H -0.20 0.09 0.11
C -1.00 -0.07 -0.55
N 1.36 1.18 0.68
C -1.81 -1.00 0.57
H -1.31 0.19 0.86
H -1.27 0.23 0.76
C 1.09 1.76 -0.77
H -0.51 1.41 -1.18
O 0.19 0.06 -0.30
N 1.70 0.39 -1.81
H 0.08 -0.15 -0.34
H -0.33 -0.27 -0.10
N -1.21 1.03 -0.44
H 0.10 0.52 -0.69
H -0.21 0.76 -0.11
H 0.15 0.86 0.44
C -0.05 1.72 0.14
H -0.26 0.33 -0.13
H 0.96 0.16 -0.29
H 0.63 0.12 0.61
H 1.44 0.71 1.11
H -1.27 -0.06 -0.86
H -0.45 0.61 -0.69
C 0.34 -0.89 0.27
H -0.12 0.34 -0.06
N 0.86 1.07 0.39
C -1.44 1.47 1.11
H 0.36 0.02 -0.17
C -1.97 -1.30 -0.62
H 0.45 0.22 0.46
C 2.03 -1.38 -1.02

Properties
E_tot   -102472.029 eV
Orbital gap   9.3 eV
HOMO energy   -0.3216 Eh
Net charge   0